No. 1
22
Properties=species:S:1:pos:R:3:nbo_charge:R:1 method="wB97M-V/def2-TZVPD" gap_ev=10.27 lumo_ev=-3.146 total_charge=+1
C -0.31 0.88 0.47 -0.217
C -1.67 1.24 0.08 -0.533
C -2.53 1.41 1.31 0.390
O -2.88 2.54 1.70 -0.458
N 0.56 0.62 -0.77 -0.714
H -0.31 0.05 1.16 0.243
H 0.14 1.77 0.95 0.231
H -2.18 0.47 -0.66 0.241
H -1.68 2.29 -0.52 0.248
H -3.13 0.55 1.69 0.145
H 1.56 0.63 -0.44 0.480
H 0.50 1.36 -1.52 0.431
H 0.36 -0.28 -1.28 0.482
H 4.05 -0.62 0.20 0.489
H 3.58 0.36 1.24 0.482
O 3.54 0.16 0.28 -0.958
H 1.43 -1.84 1.01 0.467
H 0.56 -2.58 0.01 0.505
O 1.13 -1.71 0.17 -0.972
H -0.67 -2.52 -2.46 0.502
H -1.44 -2.57 -1.07 0.499
O -0.62 -2.21 -1.54 -0.984

=====

No. 2
14
Properties=species:S:1:pos:R:3:nbo_charge:R:1 method="wB97M-V/def2-TZVPD" gap_ev="7.66 / 7.87" lumo_ev="-1.647 / -1.282"
C 0.58 -1.95 2.01 -0.173
C 0.49 -1.80 0.82 -0.037
C 0.42 -1.51 -0.64 -0.406
N -1.04 2.47 -0.77 -1.104
N 0.97 -0.37 -1.25 -0.507
O -0.04 1.63 1.41 -0.869
O -1.99 0.50 0.40 -0.881
S -0.73 1.19 0.24 2.067
I 2.88 -0.03 -0.71 0.343
H 0.56 -2.03 2.98 0.211
H -0.72 -1.52 -0.97 0.254
H 0.89 -2.42 -1.21 0.247
H -1.81 2.45 -1.43 0.420
H -0.45 3.40 -0.88 0.435

=====

No. 3
23
Properties=species:S:1:pos:R:3:nbo_charge:R:1 method="wB97M-V/def2-TZVPD" gap_ev="7.58 / 7.57" lumo_ev="-3.741 / -3.743" total_charge=+1
C 2.96 0.60 0.61 -0.164
C 3.43 -0.71 0.56 -0.209
C 1.70 0.87 0.09 -0.255
C 2.66 -1.68 -0.01 -0.208
C 0.90 -0.10 -0.55 -0.148
C 1.40 -1.41 -0.61 0.248
C -1.42 -1.72 0.00 0.422
C -0.35 0.23 -1.13 -0.225
C -2.71 -1.35 0.75 -0.691
N -0.54 -2.49 -0.20 -0.083
N -1.09 1.41 -0.70 -0.692
O 0.58 -2.41 -0.93 -0.282
H 3.67 1.33 0.99 0.235
H 4.35 -0.89 1.14 0.237
H 1.41 1.84 0.30 0.191
H 3.13 -2.68 0.03 0.248
H -0.67 -0.17 -2.18 0.258
H -3.29 -2.31 0.79 0.285
H -3.22 -0.53 0.10 0.234
H -2.54 -1.08 1.76 0.265
H -0.85 1.67 0.24 0.446
H -2.08 1.33 -0.99 0.456
H -0.65 2.21 -1.24 0.432

=====

No. 4
11
Properties=species:S:1:pos:R:3:nbo_charge:R:1 method="wB97M-V/def2-TZVPD" smiles="CC(=O)C=C=N" gap_ev=9.72 lumo_ev=0.494
C -1.86 0.14 0.06 -0.704
C -0.45 -0.37 0.17 0.558
O -0.21 -1.53 0.47 -0.587
C 0.62 0.55 -0.18 -0.624
C 1.76 -0.11 -0.16 0.611
N 2.76 -0.79 -0.14 -0.619
H -2.29 0.12 1.06 0.243
H -1.90 1.15 -0.35 0.211
H -2.43 -0.55 -0.57 0.242
H 0.53 1.56 -0.57 0.263
H 3.47 -0.17 0.21 0.405

=====

Record order is preserved below.
ΔE to the lowest compared entry with this formula, charge and spin: 43.6; 81.8; 135.8; 44.4 kcal/mol
Record order is preserved below.
Max |F|: 5.2; 4.8; 4.6; 1.6 eV/Å